The following is a DFT calculation (ωB97M-V with the def2-TZVPD basis set) of a structure of composition C26H52BrF6N2O10PS2 at a distorted geometry.

Calculated values
Spin multiplicity = 1
Charge = 0
Highest occupied orbital energy = -8.193 eV

Geometry as XYZ:
```
100
Properties=species:S:1:pos:R:3:forces:R:3
C -4.9723 -1.1095 -0.9813 -0.47 0.55 -0.50
C -6.1513 -0.0405 -1.4320 1.55 -0.14 0.03
C -5.3926 1.4036 -1.6842 -1.62 0.46 -0.38
C -4.6393 1.4723 -3.1513 0.27 0.33 0.66
C -3.0194 1.1014 -3.0553 -1.31 -0.07 -0.14
C -2.2983 2.2435 -2.1196 0.33 -0.58 -0.32
C -0.7102 2.4992 -2.4481 -0.17 0.71 1.12
C -0.1320 3.4305 -1.1876 0.27 -0.94 0.15
C 0.3500 2.3566 -0.0024 -0.70 0.62 -0.18
C 0.7460 3.1181 1.4061 1.25 -0.15 -0.20
C 2.2045 2.5477 1.9667 -0.82 0.70 -0.40
C 2.0495 1.1253 2.8129 0.88 -0.03 -0.90
C 3.3960 0.2200 2.4643 0.78 0.59 1.32
C 3.1663 -1.3973 2.5907 0.41 0.87 2.29
N 3.2019 -2.1346 1.2353 0.37 0.52 1.09
Br 1.9630 -1.1931 0.1261 -1.07 -0.15 0.09
C 2.7409 -3.5445 1.5263 -1.89 -1.91 0.42
C 2.7870 -4.5781 0.2587 0.54 -1.16 1.18
P 1.2002 -4.6407 -0.8036 -2.25 2.07 -5.56
O 1.2304 -3.6421 -2.0688 0.27 -3.54 5.31
O 1.0825 -6.2480 -1.4769 1.46 2.73 1.39
C 2.2664 -6.6067 -2.2725 1.19 -1.97 -1.07
C 1.9805 -6.8149 -3.8804 1.18 0.79 0.17
O -0.2873 -4.4094 0.1397 3.08 -1.97 -1.72
C -1.2885 -5.3433 -0.4036 -2.74 -0.90 -0.92
C -2.8452 -5.0009 0.0909 0.07 -0.75 -0.54
C 4.5661 -2.0211 0.5923 2.39 -0.93 -2.25
O 4.3140 -1.6540 -0.8392 2.69 -0.33 1.97
C 5.5793 -1.5281 -1.5786 0.80 -0.63 -2.00
O 5.9409 -0.1564 -1.9684 -2.13 -1.55 0.78
C 4.8356 0.5474 -2.6376 -0.63 1.21 -0.95
C 4.4149 -0.0605 -4.1050 -0.53 1.60 -0.74
O 2.9715 -0.4655 -4.1757 1.04 1.89 0.63
H -4.4892 -1.5524 -1.9594 -0.97 0.58 2.07
H -4.1294 -0.4865 -0.4433 -1.72 -1.53 -0.73
H -5.4638 -1.9346 -0.3005 1.38 1.49 -1.37
H -6.9637 -0.0015 -0.5859 1.57 0.16 -1.78
H -6.6058 -0.4154 -2.4474 0.60 0.82 2.06
H -6.2554 2.2209 -1.7136 1.86 -1.58 0.11
H -4.7021 1.6839 -0.7773 -1.26 -0.64 -1.83
H -5.2335 0.7565 -3.8676 1.31 1.39 1.21
H -4.7230 2.5918 -3.5496 0.16 -2.47 0.72
H -2.9483 0.0036 -2.6014 0.14 2.45 -0.85
H -2.6107 1.0478 -4.1549 -0.55 0.29 2.16
H -2.8793 3.2676 -2.2061 1.17 -2.10 0.15
H -2.3715 1.8681 -1.0081 0.12 0.93 -2.10
H -0.1218 1.4872 -2.3926 -1.12 1.78 -0.36
H -0.5134 3.0323 -3.4863 -0.60 -1.20 2.11
H -0.9713 4.1586 -0.7587 1.85 -1.62 -0.97
H 0.8094 4.0575 -1.5145 -1.89 -1.15 0.65
H 1.2408 1.7157 -0.4601 -1.61 1.36 1.05
H -0.5467 1.6273 0.1799 1.66 1.24 -0.32
H -0.0449 2.9751 2.2613 1.37 0.55 -1.89
H 0.9301 4.2735 1.1698 -0.69 -2.54 0.65
H 2.8828 2.4342 0.9996 -1.24 -0.07 2.07
H 2.6792 3.4175 2.5994 -0.84 -2.00 -0.94
H 1.1258 0.4891 2.4484 1.63 1.60 0.79
H 1.9956 1.3275 3.9853 0.00 -0.51 -2.69
H 4.1862 0.5090 3.3111 -1.55 -0.78 -1.89
H 3.9172 0.5591 1.4471 -1.39 -0.97 2.07
H 2.1381 -1.6486 3.1422 2.16 0.60 -1.57
H 4.0120 -1.8730 3.2837 -1.67 0.85 -1.75
H 1.5944 -3.4578 1.8477 2.53 -0.05 -0.70
H 3.2910 -3.9501 2.5049 -0.79 0.96 -2.47
H 2.9151 -5.6700 0.7248 -0.34 2.36 -0.96
H 3.6884 -4.4398 -0.4741 -1.85 0.02 1.36
H 2.6229 -7.6721 -1.8682 -0.78 2.41 -0.63
H 3.1703 -5.8686 -2.1830 -1.86 -1.20 0.01
H 2.2695 -5.7908 -4.4073 -1.06 -2.19 0.97
H 0.8913 -7.1575 -4.1358 2.22 0.67 0.61
H 2.7987 -7.5989 -4.2558 -2.01 1.56 0.81
H -1.1146 -6.4748 -0.0819 0.10 2.57 -0.84
H -1.3121 -5.2135 -1.5837 0.29 -0.49 2.55
H -3.1941 -5.7589 0.9409 0.92 1.97 -1.64
H -3.0007 -3.8781 0.3818 0.33 -2.25 -0.52
H -3.5284 -5.2689 -0.8506 1.47 0.78 2.08
H 5.1217 -3.0760 0.5318 -1.53 2.06 0.62
H 5.3140 -1.2997 1.1295 -1.94 -0.98 -0.88
H 6.4838 -2.0118 -1.0111 -1.68 1.31 -0.85
H 5.4467 -2.1638 -2.5792 -0.05 1.34 2.20
H 5.2081 1.6692 -2.8032 -0.54 -2.65 0.49
H 3.8508 0.6371 -2.0003 1.97 -0.51 -0.95
H 4.5035 0.8491 -4.8727 0.20 -2.06 1.56
H 5.1099 -0.9302 -4.4776 -1.63 1.61 0.89
H 2.4031 0.3779 -4.0782 1.55 -1.96 -0.26
C -4.0974 7.3214 6.6157 -1.82 2.08 0.25
F -3.9908 7.6753 7.9287 0.27 -0.73 -1.20
F -5.4153 7.0245 6.4046 1.21 -0.08 0.16
F -3.8544 8.4557 5.8920 0.10 -1.09 0.53
S -2.9926 5.9482 6.1464 1.37 -0.57 2.71
O -3.4147 4.8310 6.9955 0.22 1.31 -1.36
O -1.6440 6.4516 6.4215 -1.68 -0.44 -0.75
N -3.4212 5.8754 4.6225 0.74 -0.74 0.08
S -2.6387 4.7500 3.8271 1.42 -1.77 -0.21
O -2.9689 3.3634 4.1652 0.13 1.66 -0.39
O -1.2164 4.9980 3.5784 -1.59 0.00 0.19
C -3.4405 5.0302 2.2130 -1.62 0.99 -1.94
F -3.2454 6.3013 1.7485 0.11 -1.12 0.57
F -4.7962 4.8618 2.2688 1.28 -0.06 0.19
F -2.9911 4.1925 1.2344 0.00 0.41 1.06
```
Forces are in eV/Å.